Entry 1:
The following is a quantum chemistry calculation of a 2-piece molecular cluster, C23H36F3Si3 overall, from the Open Molecules 2025 dataset.

Structure (XYZ):
```
65
C23H36F3Si3 | the Open Molecules 2025 dataset | ωB97M-V/def2-TZVPD
C -3.61426 3.08930 13.49144
Si -2.28228 3.67448 12.30578
C -0.66615 3.83227 13.23487
H -2.07370 2.56938 11.25654
C -2.76276 5.25541 11.32948
Si -4.48214 5.14026 10.52919
C -4.60266 3.60989 9.44249
C -5.83801 5.02465 11.83470
C -4.94472 6.62008 9.47535
Si -1.36696 5.68972 10.10843
C -0.85404 4.25532 8.98231
C -1.82375 7.16990 9.04134
C 0.13932 6.27312 11.08395
H -4.24289 3.92632 13.82712
H -4.26301 2.32296 13.03457
H -3.14051 2.64210 14.37812
H -0.44645 4.88177 13.47132
H -0.73004 3.27332 14.17885
H 0.17371 3.41847 12.65460
H -2.81337 6.08933 12.06446
H -5.65478 3.33875 9.25708
H -4.11480 3.71894 8.46217
H -4.13274 2.75904 9.94653
H -6.77653 5.38084 11.38185
H -6.00184 4.00134 12.19820
H -5.61558 5.66834 12.69723
H -6.04413 6.66737 9.44231
H -4.57723 7.56103 9.90306
H -4.57839 6.52910 8.44444
H 0.12163 4.49654 8.52778
H -0.73596 3.29787 9.50749
H -1.57109 4.09816 8.16240
H -0.89218 7.69554 8.78140
H -2.32323 6.88119 8.10758
H -2.46673 7.87893 9.57818
H 0.69748 6.99106 10.46367
H -0.16594 6.79222 12.00368
H 0.81601 5.45323 11.35825
F 3.82462 -1.10410 7.06350
C 3.75541 -0.53082 8.30626
F 4.34012 -1.41053 9.16555
F 4.56837 0.57826 8.26363
C 2.34490 -0.18062 8.68558
C 1.83159 -0.54299 9.92604
C 0.56112 -0.13806 10.28531
C -0.28608 0.53531 9.37462
C -1.68178 0.70300 9.67095
C -2.70030 0.49630 8.69876
C -4.07733 0.56007 9.08286
C -5.08298 0.56873 8.12687
C -4.76988 0.44746 6.76785
C -3.45194 0.17141 6.38420
C -2.44023 0.12418 7.33790
C 0.29894 0.93784 8.13660
C 1.56433 0.51654 7.76931
H 2.44016 -1.11552 10.61158
H 0.17756 -0.38493 11.27289
H -1.98378 0.73058 10.72659
H -4.33546 0.62213 10.14710
H -6.12062 0.71730 8.43232
H -5.55470 0.52044 6.01822
H -3.20749 0.01064 5.33308
H -1.44662 -0.24024 7.06129
H -0.26735 1.55862 7.44157
H 1.96399 0.75537 6.78768
```

The total charge is +1. As for the total energy: -56216.0757 eV. The HOMO-LUMO gap is 6.047 eV.



Entry 2:
The following is a quantum chemistry calculation of a 2-piece molecular cluster, C5H9NO overall, from the Open Molecules 2025 dataset.

Structure (XYZ):
```
16
C5H9NO | the Open Molecules 2025 dataset | ωB97M-V/def2-TZVPD
C -1.68782 -1.74449 0.73726
O -0.44288 -1.10876 0.48898
C 0.63255 0.42894 -0.14011
C 0.75505 0.48030 -1.65089
C 0.30556 1.75415 0.51488
C 1.57655 -0.40455 0.54276
N 1.91411 -1.33636 1.14464
H -1.84663 -1.88999 1.82535
H -2.58363 -1.25575 0.34436
H -1.66194 -2.76562 0.30411
H -0.18054 0.84463 -2.07933
H 1.00140 -0.49843 -2.06216
H 1.54076 1.18857 -1.97329
H 1.07666 2.51751 0.30284
H 0.23003 1.64998 1.59690
H -0.62924 2.13989 0.10369
```

The total charge is 0. As for the total energy: -8864.3315 eV. The HOMO-LUMO gap is 8.749 eV.



Entry 3:
The following is a quantum chemistry calculation of C22H26BN7Re as an isolated structure, from the Open Molecules 2025 dataset.

Structure (XYZ):
```
57
C22H26BN7Re | the Open Molecules 2025 dataset | ωB97M-V/def2-TZVPD
Re -0.73296 0.36534 -1.18800
C -2.26789 -1.98718 -3.21161
C -1.45639 -2.49855 -2.07269
C -1.16150 -3.79179 -1.68030
C -0.37113 -3.69209 -0.53169
C 0.22068 -4.76301 0.30802
N -0.20576 -2.39122 -0.26411
N -0.85846 -1.65684 -1.19920
B 0.50017 -1.56554 0.82036
N -0.63079 -0.72100 1.49743
N -1.62001 -0.10158 0.75731
C -2.48158 0.47271 1.60440
C -3.64146 1.26368 1.11610
C -2.08372 0.18560 2.90600
C -0.91760 -0.56272 2.80421
C -0.08661 -1.13833 3.89525
N 1.56136 -0.67524 0.06388
N 1.26476 0.02883 -1.09149
C 2.39078 0.61728 -1.54202
C 2.40139 1.46061 -2.76655
C 3.42274 0.28241 -0.68479
C 2.87287 -0.52666 0.30859
C 3.56220 -1.16427 1.45995
H -2.66287 -2.81738 -3.79194
H -1.66734 -1.37523 -3.88969
H -3.12121 -1.40217 -2.85820
H -1.48034 -4.69982 -2.16234
H -0.04657 -5.73768 -0.09069
H -0.14442 -4.69813 1.33316
H 1.30798 -4.68562 0.32707
H 1.05646 -2.23047 1.62410
H -3.67316 1.29026 0.02540
H -3.59642 2.28727 1.48821
H -4.57692 0.82698 1.46486
H -2.59274 0.45775 3.81477
H -0.57903 -0.98283 4.85164
H 0.89316 -0.66056 3.93736
H 0.06380 -2.20775 3.75554
H 1.41932 1.49102 -3.23996
H 3.11109 1.06432 -3.49212
H 2.70825 2.47924 -2.52837
H 4.45685 0.56653 -0.77763
H 4.62629 -0.94796 1.41411
H 3.42869 -2.24520 1.44764
H 3.17612 -0.78611 2.40692
N 0.70898 7.21372 -0.94416
C 0.42106 6.11127 -0.80813
C 0.06088 4.73355 -0.64468
C -0.43544 4.02925 -1.73301
C -0.79710 2.69344 -1.53138
C -0.59297 2.10976 -0.27799
C -0.12475 2.80931 0.81900
C 0.21023 4.13347 0.62069
H -0.59291 4.51784 -2.68440
H -1.27284 2.17390 -2.39134
H 0.01484 2.32087 1.77488
H 0.61194 4.72673 1.43161
```

The total charge is +2. As for the total energy: -36457.2696 eV. Its expectation value of S² is 3.7915. The spin multiplicity is 4. The HOMO-LUMO gap (alpha / beta) is 6.638 / 6.894 eV.



Entry 4:
The following is a quantum chemistry calculation of a 6-piece molecular cluster, C16H31Cl3O11 overall, from the Open Molecules 2025 dataset.

Structure (XYZ):
```
61
C16H31Cl3O11 | the Open Molecules 2025 dataset | ωB97M-V/def2-TZVPD
C 1.45124 0.61573 -0.03065
Cl 1.27343 0.09221 1.62432
Cl 1.83613 2.35209 -0.11986
Cl 0.01786 0.29394 -0.99470
H 2.28932 0.12038 -0.50268
C 0.38424 -2.79179 3.51220
O -0.02752 -3.34107 4.74466
C -0.97956 -4.27154 4.70553
O -1.45369 -4.76345 3.72206
O -1.30586 -4.58165 5.95991
C -2.43106 -5.42949 6.14346
H -0.01744 -1.79328 3.33608
H 0.13098 -3.41603 2.65813
H 1.46814 -2.67202 3.54557
H -3.30535 -4.79935 6.31028
H -2.20978 -6.02200 7.02670
H -2.65453 -6.09751 5.31524
C 0.42027 -3.05052 -2.58417
O 1.67233 -3.65113 -2.24180
C 2.67149 -2.80693 -2.02630
O 2.61507 -1.60284 -2.12178
O 3.75835 -3.50923 -1.74780
C 4.88030 -2.75915 -1.28974
H -0.16405 -3.85076 -3.03566
H 0.58423 -2.27092 -3.32260
H -0.14196 -2.70378 -1.72025
H 5.70585 -3.45375 -1.17234
H 4.66192 -2.33822 -0.30454
H 5.16450 -1.95530 -1.96469
C -6.91779 -3.65053 -2.29579
O -5.58685 -3.33110 -1.91222
C -5.15976 -2.14140 -2.32280
O -5.83829 -1.27922 -2.81197
O -3.85062 -2.07012 -2.09654
C -3.26665 -0.79279 -2.28412
H -7.00223 -3.72877 -3.37825
H -7.63075 -2.89010 -1.96634
H -7.19675 -4.56614 -1.78482
H -3.18286 -0.54259 -3.34347
H -2.25495 -0.82727 -1.89086
H -3.85458 -0.03574 -1.76934
C 2.19847 5.46551 -2.12143
C 2.73002 5.22411 -3.51353
O 3.85473 5.52117 -3.82592
C 1.80370 4.54525 -4.48739
H 1.55187 6.34379 -2.10332
H 3.03524 5.57915 -1.43692
H 1.58990 4.61080 -1.81841
H 1.65997 3.50438 -4.18975
H 2.25408 4.56315 -5.47806
H 0.82863 5.03186 -4.53877
C 0.83358 5.99836 3.88555
C 1.02858 5.89728 2.38953
O 0.31859 6.50426 1.62619
C 2.15519 5.00761 1.92131
H -0.22707 5.89882 4.11514
H 1.15484 6.98638 4.22091
H 1.39397 5.25348 4.44729
H 2.13037 4.91968 0.83616
H 2.02487 4.01402 2.34754
H 3.12766 5.44405 2.15582
```

The total charge is 0. As for the total energy: -77184.0678 eV. The HOMO-LUMO gap is 9.843 eV.



Entry 5:
The following is a quantum chemistry calculation of C29H29N4PRuS as an isolated structure, from the Open Molecules 2025 dataset.

Structure (XYZ):
```
65
C29H29N4PRuS | the Open Molecules 2025 dataset | ωB97M-V/def2-TZVPD
Ru 1.06771 0.41297 -1.30384
C 4.17453 1.90823 1.47739
C 3.10024 1.72835 0.45569
N 2.83639 0.54978 -0.08787
N 3.77174 -0.43584 0.09842
C 3.76051 -1.22314 -0.92562
N 4.48824 -2.34639 -0.91248
S 2.80240 -0.86736 -2.27492
C 2.27596 2.78798 -0.01027
C 2.29280 4.08024 0.52815
C 1.37307 5.03097 0.07645
C 0.42112 4.70615 -0.94922
C 0.52063 3.43257 -1.46712
N 1.36648 2.53157 -1.01901
H 3.89256 1.75243 2.59452
H 4.68634 2.89042 1.29892
H 4.88435 1.08402 1.36947
H 4.80394 -2.76872 -0.01137
H 4.49242 -2.94487 -1.73666
H 2.95574 4.21434 1.31816
H 1.25499 5.93681 0.60139
H -0.40146 5.42954 -1.08970
H -0.19448 3.10809 -2.17378
C 1.12213 -2.03375 2.04153
C 0.28059 -0.86378 2.47630
C 0.37165 -0.53982 3.84263
C -0.43528 0.51169 4.36352
C -1.04485 1.38995 3.48585
C -1.18787 0.95443 2.14893
C -0.59305 -0.18620 1.61039
P -0.59069 -0.44582 -0.17177
C -1.10306 -2.17576 -0.40619
C -0.18312 -2.95859 -1.18712
C -0.52706 -4.25535 -1.47629
C -1.69247 -4.87191 -1.01381
C -2.60866 -4.15333 -0.24947
C -2.34954 -2.75204 0.06655
C -3.41843 -2.04910 0.88612
C -1.92999 0.43254 -1.08405
C -3.17131 0.90399 -0.68204
C -4.03330 1.33745 -1.64837
C -3.71238 1.44708 -3.05472
C -2.51249 0.94247 -3.49054
C -1.56833 0.49200 -2.47862
C -0.22861 0.07167 -2.82561
H 2.03328 -2.22735 2.68679
H 1.56293 -1.82591 1.04396
H 0.51117 -3.05569 1.96698
H 0.87789 -1.18607 4.54097
H -0.47686 0.65255 5.45147
H -1.30384 2.39710 3.71431
H -1.64634 1.63813 1.45905
H 0.69722 -2.51416 -1.70489
H 0.15439 -4.90979 -2.06701
H -1.91778 -5.94427 -1.33554
H -3.56863 -4.60883 0.07091
H -3.14331 -1.50897 1.79959
H -4.13644 -2.87643 1.08044
H -3.97260 -1.28800 0.27262
H -3.47418 0.99275 0.44608
H -5.10614 1.53669 -1.43538
H -4.40042 2.02494 -3.70835
H -2.34913 0.78782 -4.55255
H 0.28265 0.69449 -3.65138
H -0.13394 -0.97496 -3.08800
```

The total charge is +2. As for the total energy: -59190.5605 eV. Its expectation value of S² is 6.0541. The spin multiplicity is 5. The HOMO-LUMO gap (alpha / beta) is 7.004 / 3.383 eV.